{"formula": "C3H2CaO2", "method": "ωB97M-V/def2-TZVPD", "largest_force_ev_per_a": 1.713, "orbital_gap_ha": 0.2286, "de_lowest_kcal_mol": 21.9, "homo_ha": -0.28223, "elements": ["H", "O", "O", "C", "C", "C", "H", "Ca"], "xyz": [[3.2993, -0.6682, 0.9877], [-0.5406, -0.8085, -0.2219], [-0.2235, 1.2433, -0.5922], [-1.5993, -0.0957, 0.3671], [-1.5305, 1.2142, 0.0235], [0.3322, 0.0640, -0.6338], [-2.4154, -0.7157, 0.7256], [2.6779, -0.2336, -0.6559]], "forces_ev_per_a": [[0.64, -0.36, 1.21], [0.94, -0.67, 1.20], [0.56, 0.26, 0.13], [-1.14, 0.29, -1.25], [-0.40, -0.02, 0.85], [-0.85, -0.05, -0.91], [0.36, 0.25, -0.02], [-0.10, 0.29, -1.21]]}